Formula: C3H10OP2
Source: the OMol25 dataset
Level of theory: ωB97M-V/def2-TZVPD

⟨S²⟩ ... 2.007
ΔE to the lowest compared entry with this formula, charge and spin ... 24.26 kcal/mol
Spin multiplicity ... 3
F_max ... 2.48 eV Å⁻¹
LUMO energy (alpha / beta) ... 0.031 / -0.097 Ha
Highest occupied orbital energy (alpha / beta) ... -4.7 / -10.1 eV

Bonds (Å) are listed after each position.
Cartesian coordinates (Å):
1 C -1.16297 -0.45845 3.26973  C3 1.345, H8 1.075, H9 1.047
2 C 2.10627 0.29137 -1.45711  P6 1.900, H10 1.116, H11 1.129, H12 1.164
3 C -0.69939 -0.70413 2.03080  C1 1.345, H13 1.056, H14 1.087
4 O 0.15700 -0.66895 -2.96088  P6 1.710, H7 1.037
5 P -0.72100 1.55511 -1.05511  P6 2.231, H15 1.411, H16 1.506
6 P 0.34227 -0.39238 -1.28345  C2 1.900, O4 1.710, P5 2.231
7 H -0.73925 -1.16134 -3.13105  O4 1.037
8 H -1.27282 0.50205 3.73919  C1 1.075
9 H -1.57358 -1.12088 3.96937  C1 1.047
10 H 2.11664 1.14024 -2.18196  C2 1.116
11 H 2.46691 0.61132 -0.43640  C2 1.129
12 H 2.92586 -0.43512 -1.85010  C2 1.164
13 H -0.34670 0.08504 1.42415  C3 1.056
14 H -0.38317 -1.59325 1.49184  C3 1.087
15 H -1.22696 1.17225 0.20548  P5 1.411
16 H -1.98910 1.17711 -1.77452  P5 1.506

***

Formula: H8O4
Source: the OMol25 dataset
Level of theory: ωB97M-V/def2-TZVPD

ΔE to the lowest compared entry with this formula, charge and spin ... 16.34 kcal/mol
F_max ... 0.64 eV Å⁻¹
SMILES ... O.O.O.O
LUMO energy ... 0.019 Ha
Highest occupied orbital energy ... -10.5 eV

Bonds (Å) are listed after each position.
Cartesian coordinates (Å):
1 O 2.49819 0.76174 1.07670  H2 0.985, H3 0.962
2 H 1.77715 0.27028 0.62080  O1 0.985
3 H 2.41699 0.52656 2.00565  O1 0.962
4 O 0.38420 -0.51047 -0.26620  H5 0.969, H6 0.969
5 H 0.09362 -0.24176 -1.15078  O4 0.969
6 H -0.26811 -1.16509 0.02523  O4 0.969
7 O -1.71570 -1.27364 1.59606  H8 0.965, H9 0.967
8 H -1.72769 -1.94643 2.28709  O7 0.965
9 H -1.12632 -0.58455 1.93122  O7 0.967
10 O -0.40752 1.38733 -2.57633  H11 0.965, H12 0.965
11 H -1.13137 1.96122 -2.29858  O10 0.965
12 H -0.79344 0.81479 -3.25086  O10 0.965

***

Formula: C5H6O3
Source: the OMol25 dataset
Level of theory: ωB97M-V/def2-TZVPD

ΔE to the lowest compared entry with this formula, charge and spin ... 49.73 kcal/mol
F_max ... 4.05 eV Å⁻¹
SMILES ... COc1cocc1O
LUMO energy ... 0.023 Ha
Highest occupied orbital energy ... -8.2 eV

Bonds (Å) are listed after each position.
Cartesian coordinates (Å):
1 C -0.43222 -0.72954 -2.01760  O2 1.434, H9 1.166, H10 1.085, H11 1.160
2 O -0.77322 0.47595 -1.31923  C1 1.434, C3 1.352
3 C -0.46492 0.56218 -0.00605  O2 1.352, C4 1.391, C7 1.458
4 C -0.97942 1.41372 0.96638  C3 1.391, O5 1.317, H12 1.101
5 O -0.25432 1.40338 2.06524  C4 1.317, C6 1.354
6 C 0.69679 0.45995 1.86533  O5 1.354, C7 1.366, H13 1.046
7 C 0.64222 -0.13550 0.63741  C3 1.458, C6 1.366, O8 1.352
8 O 1.27286 -1.24388 0.18857  C7 1.352, H14 0.948
9 H 0.70563 -0.87184 -2.22793  C1 1.166
10 H -0.93511 -0.59491 -2.96925  C1 1.085
11 H -0.92741 -1.62873 -1.47762  C1 1.160
12 H -1.69553 2.22286 0.75278  C4 1.101
13 H 1.27286 0.28244 2.72042  C6 1.046
14 H 1.87180 -1.61607 0.82155  O8 0.948

***

Formula: C45H74F16N20O12
Source: the OMol25 dataset
Level of theory: ωB97M-V/def2-TZVPD

ΔE to the lowest compared entry with this formula, charge and spin ... 0.00 kcal/mol
F_max ... 2.43 eV Å⁻¹
SMILES ... CCCCCCCCCCc1ccc2c(c1)C(=O)c1ccc(CCC(F)(F)C(F)(F)C(F)(F)C(F)(F)C(F)(F)C(F)(F)F)c(CCC(F)(F)F)c1C2=O.NC(N)=O.NC(N)=O.NC(N)=O.NC(N)=O.NC(N)=O.NC(N)=O.NC(N)=O.NC(N)=O.NC(N)=O.NC(N)=O
LUMO energy ... -0.014 Ha
Highest occupied orbital energy ... -8.6 eV

Bonds (Å) are listed after each position.
Cartesian coordinates (Å):
1 C -2.02781 2.36821 0.56453  C2 1.589, H54 1.125, H55 1.124, H56 1.119
2 C -1.31831 3.78982 0.57672  C1 1.589, C3 1.583, H57 1.117, H58 1.121
3 C -1.49343 4.43764 -0.85724  C2 1.583, C4 1.591, H59 1.128, H60 1.116
4 C -0.35717 5.49323 -1.21144  C3 1.591, C5 1.571, H61 1.122, H62 1.128
5 C -0.14643 5.68038 -2.75653  C4 1.571, C6 1.586, H63 1.129, H64 1.137
6 C 0.11675 4.30121 -3.49441  C5 1.586, C7 1.585, H65 1.123, H66 1.128
7 C 0.73938 4.47372 -4.94181  C6 1.585, C8 1.578, H67 1.126, H68 1.126
8 C 1.35764 3.14190 -5.52099  C7 1.578, C9 1.569, H69 1.122, H70 1.123
9 C 0.86928 1.84123 -4.79292  C8 1.569, C10 1.599, H71 1.123, H72 1.118
10 C 1.41618 0.51869 -5.50583  C9 1.599, C11 1.548, H73 1.120, H74 1.125
11 C 1.73206 -0.53709 -4.41814  C10 1.548, C12 1.448, C16 1.464
12 C 2.92715 -1.35070 -4.32908  C11 1.448, C13 1.465, H75 1.113
13 C 3.16498 -2.30938 -3.24661  C12 1.465, C14 1.451, H76 1.112
14 C 2.16019 -2.46484 -2.21164  C13 1.451, C15 1.456, C52 1.559
15 C 0.94938 -1.66272 -2.31356  C14 1.456, C16 1.439, C17 1.555
16 C 0.71800 -0.72222 -3.37794  C11 1.464, C15 1.439, H77 1.112
17 C -0.11140 -1.86999 -1.19501  C15 1.555, O18 1.203, C19 1.559
18 O -1.29858 -1.81222 -1.38306  C17 1.203
19 C 0.49003 -2.16733 0.21232  C17 1.559, C20 1.441, C51 1.475
20 C -0.16661 -1.67325 1.39579  C19 1.441, C21 1.452, H78 1.110
21 C 0.46815 -1.94558 2.67312  C20 1.452, C22 1.444, H79 1.118
22 C 1.70288 -2.67100 2.85551  C21 1.444, C23 1.566, C44 1.485
23 C 2.37323 -2.93711 4.24584  C22 1.566, C24 1.575, H80 1.116, H81 1.124
24 C 2.15327 -1.77719 5.28855  C23 1.575, C25 1.564, H82 1.122, H83 1.127
25 C 1.13371 -2.11254 6.42625  C24 1.564, F26 1.405, F27 1.380, C28 1.583
26 F 0.82174 -0.87504 7.01452  C25 1.405
27 F -0.03046 -2.55672 5.83220  C25 1.380
28 C 1.69026 -3.03056 7.58900  C25 1.583, F29 1.396, F30 1.377, C31 1.561
29 F 3.05511 -3.17998 7.33575  C28 1.396
30 F 1.65568 -2.32391 8.77011  C28 1.377
31 C 1.12534 -4.48121 7.70133  C28 1.561, F32 1.385, F33 1.381, C34 1.581
32 F 1.84080 -5.10439 8.70986  C31 1.385
33 F 1.39185 -5.23543 6.57514  C31 1.381
34 C -0.40425 -4.69062 8.04069  C31 1.581, F35 1.381, F36 1.390, C37 1.569
35 F -1.12634 -4.93537 6.88980  C34 1.381
36 F -0.47607 -5.89444 8.73278  C34 1.390
37 C -1.08670 -3.64030 8.98576  C34 1.569, F38 1.363, F39 1.380, C40 1.601
38 F -1.16211 -2.37929 8.47473  C37 1.363
39 F -0.39683 -3.69424 10.17940  C37 1.380
40 C -2.58738 -4.02756 9.38829  C37 1.601, F41 1.347, F42 1.356, F43 1.381
41 F -2.64906 -5.03724 10.27842  C40 1.347
42 F -3.40359 -4.18627 8.31664  C40 1.356
43 F -3.06164 -2.91681 10.05851  C40 1.381
44 C 2.34519 -3.21484 1.63185  C22 1.485, C45 1.570, C51 1.462
45 C 3.66484 -4.05844 1.74488  C44 1.570, C46 1.584, H84 1.114, H85 1.123
46 C 3.35981 -5.45426 2.42923  C45 1.584, C47 1.553, H86 1.114, H87 1.126
47 C 2.51097 -6.42367 1.56258  C46 1.553, F48 1.362, F49 1.405, F50 1.369
48 F 1.23174 -6.01660 1.33487  C47 1.362
49 F 2.39499 -7.61466 2.29801  C47 1.405
50 F 3.12819 -6.79579 0.39865  C47 1.369
51 C 1.73242 -2.95415 0.32987  C19 1.475, C44 1.462, C52 1.551
52 C 2.33594 -3.44477 -1.01167  C14 1.559, C51 1.551, O53 1.211
53 O 2.91566 -4.49518 -1.17519  C52 1.211
54 H -1.51542 1.72561 1.33259  C1 1.125
55 H -1.87902 1.84610 -0.42020  C1 1.124
56 H -3.12193 2.43137 0.79153  C1 1.119
57 H -1.75757 4.48904 1.32911  C2 1.117
58 H -0.23070 3.58900 0.75764  C2 1.121
59 H -2.45767 5.02012 -0.91645  C3 1.128
60 H -1.56403 3.60485 -1.59658  C3 1.116
61 H 0.59957 5.26955 -0.67007  C4 1.122
62 H -0.74432 6.47479 -0.81355  C4 1.128
63 H 0.71695 6.37535 -2.97143  C5 1.129
64 H -1.08921 6.15857 -3.17414  C5 1.137
65 H -0.90467 3.84838 -3.60925  C6 1.123
66 H 0.76987 3.65029 -2.84555  C6 1.128
67 H -0.07992 4.89900 -5.58609  C7 1.126
68 H 1.53955 5.26193 -4.86939  C7 1.126
69 H 1.08144 3.06569 -6.60558  C8 1.122
70 H 2.47378 3.20853 -5.41413  C8 1.123
71 H 1.33815 1.83461 -3.77213  C9 1.123
72 H -0.23842 1.79205 -4.64718  C9 1.118
73 H 2.29513 0.80258 -6.13970  C10 1.120
74 H 0.61004 0.18144 -6.21490  C10 1.125
75 H 3.68822 -1.23949 -5.13396  C12 1.113
76 H 4.10559 -2.90182 -3.23277  C13 1.112
77 H -0.21736 -0.12153 -3.37494  C16 1.112
78 H -1.10761 -1.08522 1.38407  C20 1.110
79 H -0.05651 -1.54971 3.57734  C21 1.118
80 H 2.02071 -3.94271 4.57891  C23 1.116
81 H 3.48417 -3.02781 4.09823  C23 1.124
82 H 3.11434 -1.34927 5.67748  C24 1.122
83 H 1.68317 -0.92577 4.71896  C24 1.127
84 H 4.15394 -4.23086 0.75949  C45 1.114
85 H 4.42495 -3.55838 2.40370  C45 1.123
86 H 2.85625 -5.37314 3.41933  C46 1.114
87 H 4.33764 -5.97860 2.62200  C46 1.126
88 N -2.70977 9.98464 0.11624  C89 1.363, H92 1.003, H93 1.005
89 C -2.91466 8.70712 -0.31346  N88 1.363, N90 1.364, O91 1.217
90 N -4.22363 8.33265 -0.39931  C89 1.364, H94 1.006, H95 1.003
91 O -2.00127 7.95610 -0.60053  C89 1.217
92 H -3.44862 10.61822 0.35659  N88 1.003
93 H -1.75711 10.29494 0.19062  N88 1.005
94 H -4.41197 7.39693 -0.71718  N90 1.006
95 H -4.99295 8.93323 -0.16959  N90 1.003
96 N -4.58418 -7.27044 5.21976  C97 1.363, H100 1.003, H101 1.005
97 C -5.23141 -6.23355 4.61622  N96 1.363, N98 1.364, O99 1.217
98 N -5.10160 -5.03209 5.24961  C97 1.364, H102 1.004, H103 1.003
99 O -5.87507 -6.36828 3.59266  C97 1.217
100 H -4.04911 -7.17997 6.06319  N96 1.003
101 H -4.65715 -8.17184 4.78225  N96 1.005
102 H -5.56542 -4.24408 4.83425  N98 1.004
103 H -4.57630 -4.89951 6.09378  N98 1.003
104 N 1.80570 6.63813 -7.77647  C105 1.360, H108 1.002, H109 1.008
105 C 1.05144 7.67280 -7.31944  N104 1.360, N106 1.367, O107 1.218
106 N 0.40920 8.38821 -8.29157  C105 1.367, H110 1.004, H111 1.002
107 O 0.95401 7.94261 -6.13606  C105 1.218
108 H 1.89930 6.39961 -8.74561  N104 1.002
109 H 2.29440 6.08741 -7.08770  N104 1.008
110 H -0.15816 9.16081 -7.99153  N106 1.004
111 H 0.47528 8.18375 -9.27075  N106 1.002
112 N -4.66973 3.76327 -3.96136  C113 1.361, H116 1.002, H117 1.009
113 C -3.66214 4.53368 -4.45406  N112 1.361, N114 1.365, O115 1.218
114 N -3.48321 4.45874 -5.80479  C113 1.365, H118 1.005, H119 1.002
115 O -2.97153 5.23682 -3.73833  C113 1.218
116 H -5.25281 3.17596 -4.52697  N112 1.002
117 H -4.82533 3.79517 -2.96529  N112 1.009
118 H -2.74567 5.01577 -6.20050  N114 1.005
119 H -4.03994 3.88608 -6.41063  N114 1.002
120 N 5.99795 1.80682 -6.64969  C121 1.362, H124 1.003, H125 1.006
121 C 5.00407 1.67742 -7.57234  N120 1.362, N122 1.364, O123 1.218
122 N 5.24931 0.76592 -8.55649  C121 1.364, H126 1.005, H127 1.003
123 O 3.97529 2.32740 -7.52014  C121 1.218
124 H 6.85259 1.28307 -6.67226  N120 1.003
125 H 5.85108 2.47138 -5.90905  N120 1.006
126 H 4.53747 0.64367 -9.25487  N122 1.005
127 H 6.08912 0.22145 -8.61679  N122 1.003
128 N -7.15426 3.32620 1.19444  C129 1.363, H132 1.003, H133 1.005
129 C -6.24549 4.11539 0.55568  N128 1.363, N130 1.362, O131 1.219
130 N -5.64288 5.04804 1.34439  C129 1.362, H134 1.005, H135 1.003
131 O -5.99089 3.99452 -0.63036  C129 1.219
132 H -7.37773 3.40822 2.16833  N128 1.003
133 H -7.61863 2.62534 0.64445  N128 1.005
134 H -4.96410 5.64814 0.90885  N130 1.005
135 H -5.83761 5.16289 2.32120  N130 1.003
136 N 0.09448 -6.36611 -5.35494  C137 1.365, H140 1.002, H141 1.004
137 C 1.14186 -5.68579 -4.80442  N136 1.365, N138 1.361, O139 1.220
138 N 1.34011 -5.91708 -3.47829  C137 1.361, H142 1.008, H143 1.003
139 O 1.84492 -4.92918 -5.45295  C137 1.220
140 H -0.49604 -6.99224 -4.84092  N136 1.002
141 H -0.08277 -6.22031 -6.33275  N136 1.004
142 H 2.10461 -5.43166 -3.03621  N138 1.008
143 H 0.77353 -6.53515 -2.92835  N138 1.003
144 N 3.86421 4.62482 -2.62166  C145 1.362, H148 1.003, H149 1.006
145 C 4.16276 5.64164 -3.47722  N144 1.362, N146 1.362, O147 1.219
146 N 4.63717 6.77129 -2.88243  C145 1.362, H150 1.005, H151 1.003
147 O 4.01457 5.54745 -4.68351  C145 1.219
148 H 3.97629 4.68096 -1.62685  N144 1.003
149 H 3.50875 3.77544 -3.02575  N144 1.006
150 H 4.86627 7.54320 -3.48340  N146 1.005
151 H 4.76488 6.86962 -1.89296  N146 1.003
152 N 1.77967 -9.59759 4.04149  C153 1.361, H156 1.002, H157 1.004
153 C 1.45783 -10.29863 5.16237  N152 1.361, N154 1.365, O155 1.219
154 N 0.12015 -10.38061 5.42157  C153 1.365, H158 1.005, H159 1.003
155 O 2.29711 -10.81384 5.88052  C153 1.219
156 H 1.10473 -9.16653 3.43874  N152 1.002
157 H 2.75513 -9.51536 3.81738  N152 1.004
158 H -0.15672 -10.89089 6.24137  N154 1.005
159 H -0.58657 -9.96477 4.84458  N154 1.003
160 N -3.22469 -1.31927 3.99098  C161 1.363, H164 1.002, H165 1.005
161 C -2.18985 -0.64166 4.56312  N160 1.363, N162 1.363, O163 1.219
162 N -1.91895 -0.99055 5.85261  C161 1.363, H166 1.006, H167 1.003
163 O -1.55480 0.21082 3.96635  C161 1.219
164 H -3.75931 -2.02373 4.46284  N160 1.002
165 H -3.45364 -1.08836 3.03953  N160 1.005
166 H -1.16078 -0.51161 6.30796  N162 1.006
167 H -2.42846 -1.68873 6.36097  N162 1.003

***

Formula: C5H7NO
Source: the OMol25 dataset
Level of theory: ωB97M-V/def2-TZVPD

ΔE to the lowest compared entry with this formula, charge and spin ... 53.50 kcal/mol
F_max ... 2.40 eV Å⁻¹
SMILES ... [H]/N=C1\OC[C@H]2C[C@@H]12
LUMO energy ... 0.037 Ha
Highest occupied orbital energy ... -9.8 eV

Bonds (Å) are listed after each position.
Cartesian coordinates (Å):
1 H -0.29773 -0.20392 -3.14957  N2 1.019
2 N 0.38067 0.31570 -2.59476  H1 1.019, C3 1.258
3 C 0.19614 0.13127 -1.36461  N2 1.258, O4 1.579, C8 1.469
4 O -0.63343 -1.10046 -0.82842  C3 1.579, C5 1.448
5 C -1.02474 -1.01574 0.56284  O4 1.448, C6 1.517, H9 1.128, H10 1.120
6 C -0.36228 0.28800 0.96560  C5 1.517, C7 1.469, C8 1.612, H11 1.075
7 C 1.10640 0.26206 0.98094  C6 1.469, C8 1.488, H12 1.084, H13 1.075
8 C 0.52790 0.96098 -0.19812  C3 1.469, C6 1.612, C7 1.488, H14 1.108
9 H -0.66529 -1.88354 1.18674  C5 1.128
10 H -2.12288 -1.03286 0.78034  C5 1.120
11 H -0.95143 1.01764 1.49184  C6 1.075
12 H 1.57967 -0.68656 0.75416  C7 1.084
13 H 1.58663 0.89354 1.70656  C7 1.075
14 H 0.68039 2.05389 -0.29356  C8 1.108